{"formula": "C4H14N2O2", "method": "the ωB97M-V functional and the def2-TZVPD basis", "de_lowest_kcal_mol": 65.0, "total_energy_ha": -420.7015, "gap_ev": 9.203, "multiplicity": 1, "smiles": "C[C@@H](N)CNCO.O", "e_lumo_ev": 0.7, "largest_force_ha_per_bohr": 0.0949, "elements": ["C", "N", "C", "O", "C", "C", "N", "H", "H", "H", "H", "H", "H", "H", "H", "H", "H", "H", "H", "H", "H", "O"], "xyz": [[1.22781, 0.21046, 0.49405], [1.28341, -1.14449, -0.06802], [0.63522, -1.37415, -1.36749], [-0.74702, -1.41361, -1.29106], [-0.01912, 0.40649, 1.49436], [0.28746, 1.77885, 2.12208], [-1.31862, 0.30660, 0.84564], [2.28006, 0.49530, 1.00336], [1.18318, 1.02851, -0.38484], [1.03892, -1.82824, 0.55989], [1.05251, -0.60223, -2.15260], [0.91714, -2.37147, -1.84599], [-1.03756, -1.82736, -0.43066], [0.25246, -0.30988, 2.22454], [-0.06798, 1.78006, 3.12370], [1.32749, 1.77894, 2.29581], [-0.04343, 2.61392, 1.50630], [-1.99860, 0.98649, 1.13770], [-1.18492, 0.44260, -0.23177], [-1.25396, 0.19075, -2.22150], [-0.55359, 1.39554, -2.32078], [-1.05967, 0.90890, -1.72951]], "atomic_forces_ev_per_a": [[0.4544, 1.5558, -0.9380], [0.7712, 2.2287, -3.3966], [2.3996, -0.7098, -0.6862], [-1.5829, -1.0968, 0.6349], [2.1386, 2.4469, -1.9058], [-0.7094, -1.0333, -0.1404], [0.8729, -0.8677, -2.0172], [-2.4837, -0.9061, -0.6751], [-0.1019, -1.9836, 1.7494], [-0.5893, -1.8105, 1.8451], [-1.2775, -1.0409, 1.6897], [0.3594, 0.9937, 1.0246], [0.5228, 0.8343, -1.2829], [-0.6408, -1.2166, 1.1151], [-1.0807, 0.5800, 0.8058], [1.4539, 0.5557, -0.1211], [0.0105, -0.0007, 0.1776], [0.1247, 0.2661, 0.4608], [-0.3882, -0.2150, 3.0828], [-1.3882, -4.2244, -2.0146], [1.5502, 2.1033, -1.3541], [-0.4156, 3.5408, 1.9460]]}

=====

{"formula": "C4H14N2O2", "method": "the ωB97M-V functional and the def2-TZVPD basis", "de_lowest_kcal_mol": 30.8, "total_energy_ha": -420.7560, "gap_ev": 9.001, "multiplicity": 1, "smiles": "NCCNCCO.O", "e_lumo_ev": 0.6, "largest_force_ha_per_bohr": 0.0463, "elements": ["N", "C", "C", "N", "C", "C", "O", "H", "H", "H", "H", "H", "H", "H", "H", "H", "H", "H", "H", "H", "H", "O"], "xyz": [[0.85428, 1.55396, -1.99388], [0.22132, 0.26133, -2.02247], [1.00073, -0.95302, -1.45114], [0.88546, -1.05553, 0.04523], [-0.46054, -1.45100, 0.46690], [-0.61947, -1.16265, 1.96640], [-1.31047, 0.10376, 2.16681], [0.64838, 1.95846, -1.08311], [1.81711, 1.66733, -2.27152], [0.08569, -0.02828, -3.07791], [-0.70161, 0.31519, -1.45343], [0.57074, -1.86277, -1.86857], [2.08469, -0.86920, -1.53893], [1.02642, -0.10910, 0.38552], [-1.26083, -1.00665, -0.14095], [-0.63978, -2.52325, 0.33398], [-1.24180, -1.88120, 2.50385], [0.36559, -1.06909, 2.41290], [-2.13994, 0.06376, 1.64874], [-1.09865, 2.40434, 0.19844], [-0.47968, 1.60080, 1.36475], [-0.27837, 2.16938, 0.62537]], "atomic_forces_ev_per_a": [[-0.8560, 0.6562, 0.9065], [1.6443, -1.2271, -1.2109], [-0.2298, 0.6475, 1.9823], [-0.8253, -0.1569, -0.7358], [0.3046, -0.6566, 0.6312], [-1.3021, 0.8093, -0.5786], [-0.1314, 0.0447, -0.2239], [0.6918, 0.2074, -0.3035], [-0.0328, -0.4754, 0.0669], [-0.6911, 0.2548, 0.2199], [-0.3139, 0.1745, -0.4616], [0.4081, -0.1834, -0.1204], [-0.0858, -0.1082, -1.0002], [0.1289, 0.0812, 0.1123], [-0.1377, 0.3444, 0.3406], [0.5480, -0.1145, -0.1889], [0.4125, -0.4145, -0.1856], [-0.0472, -0.0317, 0.1802], [0.6648, -0.0488, 0.4826], [-0.4055, 0.0622, 0.0419], [-0.5169, -0.5549, 0.5404], [0.7725, 0.6898, -0.4954]]}

=====

{"formula": "C4H14N2O2", "method": "the ωB97M-V functional and the def2-TZVPD basis", "de_lowest_kcal_mol": 28.5, "total_energy_ha": -420.7596, "gap_ev": 10.018, "multiplicity": 1, "smiles": "CCC/N=C\\N.O.O", "e_lumo_ev": 0.6, "largest_force_ha_per_bohr": 0.0307, "elements": ["C", "C", "C", "N", "C", "N", "H", "H", "H", "H", "H", "H", "H", "H", "H", "H", "H", "H", "O", "H", "H", "O"], "xyz": [[-2.68236, 0.30667, 2.09277], [-1.93921, -0.85195, 1.38879], [-0.46056, -1.07037, 1.76766], [-0.13269, -2.01050, -0.92022], [0.58803, -0.95145, -0.36464], [0.45670, -0.46127, 0.79580], [-1.95865, 0.85819, 2.69986], [-3.13555, 0.97220, 1.35496], [-3.52612, -0.03271, 2.69084], [-2.42530, -1.83272, 1.51228], [-2.04421, -0.61486, 0.33199], [-0.25136, -2.07636, 2.12335], [-0.24090, -0.53229, 2.69783], [-0.55132, -1.81423, -1.81802], [-0.66362, -2.57883, -0.29776], [1.20305, -0.38082, -1.05611], [2.32848, 1.32337, -3.19042], [3.59760, 0.60454, -3.67171], [3.11941, 1.40759, -3.72840], [0.06010, 3.32053, -0.10545], [0.74762, 2.03096, 0.35797], [0.82060, 2.74986, -0.28197]], "atomic_forces_ev_per_a": [[0.1788, -0.3277, -0.0513], [-0.4503, -0.4635, -0.1990], [0.0460, 1.4730, 0.5640], [1.1010, 0.4013, -0.2669], [-1.4811, 0.4048, -0.1036], [0.7236, -0.5658, 0.4543], [-0.3809, 0.1216, 0.0606], [0.2635, 0.1098, 0.0556], [0.2144, -0.0776, 0.3400], [-0.2977, 0.4549, 0.1251], [0.4330, -0.3231, -0.1889], [0.1844, -0.5909, -0.8755], [-0.3060, 0.1969, -0.0672], [0.1553, -0.2881, 0.0769], [-0.4698, -0.0766, 0.2346], [0.0776, -0.2675, -0.1717], [0.0655, -0.0795, 0.1126], [0.5643, -1.2266, 0.2132], [-0.6291, 1.3465, -0.3018], [0.2413, -0.1763, -0.0487], [0.0050, -0.1909, 0.0246], [-0.2387, 0.1451, 0.0130]]}

=====

{"formula": "C4H14N2O5", "method": "the ωB97M-V functional and the def2-TZVPD basis", "de_lowest_kcal_mol": 41.9, "total_energy_ha": -646.4934, "gap_ev": 9.469, "multiplicity": 1, "smiles": "C[C@@H](C=O)NC(N)=O.O.O.O", "e_lumo_ev": 0.5, "largest_force_ha_per_bohr": 0.1224, "elements": ["O", "C", "C", "C", "N", "C", "N", "O", "H", "H", "H", "H", "H", "H", "H", "H", "H", "H", "O", "H", "H", "O", "H", "H", "O"], "xyz": [[-1.97395, -0.67765, 3.78614], [-1.27821, -0.77047, 2.88467], [-1.72987, -1.52403, 1.50536], [-0.79258, -2.68091, 1.32645], [-1.65781, -0.51105, 0.45568], [-0.41164, 0.02881, -0.10698], [-0.43812, 1.20889, -0.81916], [0.67067, -0.52493, 0.25159], [-0.18888, -0.69925, 2.97253], [-2.74453, -1.94305, 1.39260], [0.28579, -2.39482, 1.14924], [-0.58552, -3.26612, 2.30107], [-1.12801, -3.55359, 0.74534], [-2.51916, -0.07695, 0.08280], [-1.35599, 1.52440, -1.14919], [0.35929, 1.65074, -1.33314], [0.58178, 3.71514, -1.43134], [0.70585, 3.32149, -2.80060], [0.02191, 3.50122, -2.22144], [2.14163, 0.07387, -0.27624], [3.69599, -0.08899, -0.46085], [2.99269, 0.56781, -0.50813], [1.27238, 0.66863, -2.93968], [2.43447, 0.98856, -2.18578], [1.64182, 1.46227, -2.62090]], "atomic_forces_ev_per_a": [[-3.4463, 1.3083, 4.4078], [1.6780, -3.5952, -4.8862], [0.6678, 1.1097, 0.1547], [2.6953, -2.2697, 1.9075], [1.6912, 2.2203, -3.0134], [0.3416, -0.7255, 2.1756], [-1.5070, -1.0899, 0.2421], [-1.7019, 1.2476, -1.1334], [0.5175, 0.7270, -0.3885], [0.1503, 0.6309, 1.0556], [-1.5695, -0.2301, -0.5867], [-0.9360, 1.1715, -0.6530], [0.0099, 0.8727, -0.6080], [0.8855, -0.6299, 0.7057], [0.7386, -0.0559, 0.2954], [-0.6457, -1.1715, 0.6189], [-1.1274, -0.0145, -0.6420], [1.9854, -0.8642, -2.4720], [-1.0590, 1.5102, 3.0524], [0.6812, 0.4997, 0.1070], [-0.0478, 0.0666, 0.1182], [-0.3908, -0.6938, -0.1260], [-1.5231, -1.3035, -1.1931], [-0.8633, 1.6322, 0.0898], [2.7753, -0.3529, 0.7715]]}

=====

{"formula": "C4H14N2OS", "method": "the ωB97M-V functional and the def2-TZVPD basis", "de_lowest_kcal_mol": 83.1, "total_energy_ha": -743.6015, "gap_ev": 9.082, "multiplicity": 1, "smiles": "CNC[C@@H](N)CS.O", "e_lumo_ev": 0.5, "largest_force_ha_per_bohr": 0.1375, "elements": ["N", "C", "C", "S", "C", "N", "C", "H", "H", "H", "H", "H", "H", "H", "H", "H", "H", "H", "H", "H", "H", "O"], "xyz": [[1.34298, -1.21579, -2.04339], [0.35232, -0.27251, -1.42658], [0.65560, 1.17296, -2.02653], [1.78440, 2.03779, -0.73686], [-1.17909, -0.45073, -1.60603], [-1.96820, -0.48724, -0.34862], [-1.36559, -1.41022, 0.67006], [1.12345, -1.76214, -2.84372], [1.64837, -1.85539, -1.19756], [0.50076, -0.28175, -0.31488], [0.90747, 1.22096, -3.08766], [-0.20974, 1.96881, -1.95304], [1.34147, 3.30795, -1.02281], [-1.48516, -1.49107, -1.97134], [-1.59957, 0.23477, -2.17498], [-2.18150, 0.39464, -0.16951], [-0.16545, -1.70255, 0.72186], [-1.68244, -2.35756, 0.53117], [-1.43736, -0.99892, 1.65404], [0.44725, 1.15883, 6.57216], [1.83008, 1.71349, 6.01995], [1.33995, 1.07568, 6.75424]], "atomic_forces_ev_per_a": [[0.6103, -0.4836, 4.5544], [-0.1215, 1.4370, -1.5079], [-1.3738, 2.0021, 2.3733], [-0.4196, 0.2957, -1.5225], [0.6580, -6.4520, 2.8218], [3.0072, -5.0797, -1.1228], [3.2264, 3.0215, -0.2004], [-0.7797, -0.3262, -0.4452], [-0.6922, 1.3126, -2.8160], [0.2960, 0.2859, -1.3064], [0.7962, -0.4099, 0.3400], [1.0072, -2.1270, -0.0618], [0.3995, -0.7747, 0.2329], [1.1020, 1.2058, -0.5306], [-1.7613, 3.1378, -2.9330], [-0.8702, 4.5156, 2.4279], [-2.2709, 1.4758, -0.8851], [-1.9753, -2.9393, -0.1035], [-0.8389, -0.0972, 0.6883], [-2.8438, 0.3429, -0.6700], [-2.0780, -2.5732, 2.9492], [4.9222, 2.2302, -2.2826]]}

=====

{"formula": "C4H14N3", "method": "the ωB97M-V functional and the def2-TZVPD basis", "de_lowest_kcal_mol": 28.5, "total_energy_ha": -324.9418, "gap_ev": [3.057, 10.577], "multiplicity": 2, "e_lumo_ev": [0.5, 0.4], "largest_force_ha_per_bohr": 0.0457, "elements": ["N", "C", "N", "H", "H", "H", "H", "C", "C", "C", "N", "H", "H", "H", "H", "H", "H", "H", "H", "H", "H"], "xyz": [[-0.77507, 0.93095, -2.52284], [0.46130, 0.36574, -2.62713], [0.89869, -0.60755, -1.88007], [-1.06885, 1.61425, -3.22668], [-1.52739, 0.35830, -2.11990], [1.11177, 0.86413, -3.35260], [1.78858, -0.93748, -2.29759], [0.26849, 1.24726, 1.62659], [-0.04357, -0.27320, 1.67944], [-1.38171, -0.67934, 1.16236], [0.91183, -1.07269, 0.87031], [1.24772, 1.49350, 2.16358], [0.27212, 1.68539, 0.66079], [-0.45451, 1.78250, 2.20647], [0.09862, -0.62956, 2.69161], [-1.48570, -0.38207, 0.06381], [-2.21011, -0.23277, 1.70837], [-1.56368, -1.75745, 1.17988], [1.87797, -0.85324, 1.15180], [0.79919, -2.06565, 1.01860], [0.77431, -0.85102, -0.15679]], "atomic_forces_ev_per_a": [[-0.5944, -0.2523, -0.0449], [0.5481, -0.5502, 0.6083], [-0.3330, 0.7912, -1.9024], [0.3352, -0.6012, 0.5825], [0.6807, 0.5506, -0.2459], [-0.2010, -0.1507, -0.0758], [-0.4478, 0.3665, 0.7624], [1.4153, -0.9393, 1.6256], [0.4801, 0.3815, -0.2037], [-1.4031, 0.4089, -1.6666], [0.1043, 1.8770, -0.6034], [-1.0321, -0.5932, -0.9504], [0.1135, 0.1254, -1.0804], [-0.8404, 0.1816, 0.4165], [-0.0595, 0.0452, 0.4427], [0.0813, -0.2474, 1.4019], [-0.0043, 0.2852, 0.1089], [0.3460, -0.0063, 0.1610], [0.7089, 0.0387, 0.0321], [-0.2337, -1.3999, 0.3134], [0.3358, -0.3112, 0.3181]]}

=====

{"formula": "C4H14N3", "method": "the ωB97M-V functional and the def2-TZVPD basis", "charge": 1, "de_lowest_kcal_mol": 194.1, "total_energy_ha": -324.5555, "gap_ev": 5.431, "multiplicity": 1, "e_lumo_ev": -8.2, "largest_force_ha_per_bohr": 0.0698, "elements": ["N", "C", "C", "C", "N", "C", "N", "H", "H", "H", "H", "H", "H", "H", "H", "H", "H", "H", "H", "H", "H"], "xyz": [[0.65983, 0.51887, -1.20223], [0.29387, 0.12651, 0.04878], [-1.10412, -0.64422, 0.29516], [-2.22369, 0.13818, -0.41488], [-2.00294, 0.04148, -1.82202], [1.42516, -0.86730, 0.48596], [2.75406, -0.19424, 0.63960], [0.33448, 1.47151, -1.40874], [1.64971, 0.60740, 2.02350], [-1.05793, 0.16889, -2.15912], [-0.03124, 1.13485, 0.39611], [-1.12903, -1.62865, -0.17631], [-1.26076, -0.70184, 1.36763], [-3.14529, -0.36374, -0.10283], [-2.20422, 1.14063, 0.04002], [1.13748, 1.22160, 1.91189], [-2.77419, 0.21303, -2.44160], [1.61792, -1.59400, -0.30028], [1.30023, -1.48011, 1.38568], [2.85715, 0.47469, -0.10836], [2.90353, 0.21645, 1.54204]], "atomic_forces_ev_per_a": [[-0.4700, -0.7602, -0.1416], [0.3316, 1.9322, -2.1980], [-2.3624, -0.4280, -0.6216], [1.6668, -0.1045, 0.6598], [-0.5645, -0.2947, 0.5677], [3.4201, -0.4687, 0.9743], [-1.4750, -1.3758, -1.0449], [-0.1570, -0.1170, -0.0803], [-2.3992, 2.5406, 0.6807], [-0.1968, -0.1759, -0.4116], [0.4149, -0.9664, 1.5048], [0.9012, -0.0277, 0.2101], [0.3963, 0.1156, 0.0710], [-0.0569, -0.0145, -0.1741], [-0.5675, 0.1408, -0.3614], [1.2253, -1.2774, 1.2173], [0.2307, 0.4098, -0.2161], [-0.8126, 0.2224, -0.5019], [-0.8018, 0.5399, -0.0322], [0.5823, 0.1287, 0.1618], [0.6943, -0.0194, -0.2637]]}

=====

{"formula": "C4H14N3", "method": "the ωB97M-V functional and the def2-TZVPD basis", "charge": 1, "de_lowest_kcal_mol": 5.7, "total_energy_ha": -324.8557, "gap_ev": 11.777, "multiplicity": 1, "e_lumo_ev": -3.1, "largest_force_ha_per_bohr": 0.0218, "elements": ["C", "C", "H", "H", "H", "H", "H", "H", "C", "C", "N", "N", "N", "H", "H", "H", "H", "H", "H", "H", "H"], "xyz": [[1.83413, -2.34247, 0.57452], [0.33303, -2.42343, 0.80047], [2.44581, -2.29321, 1.46815], [2.15816, -3.15623, -0.08342], [2.15617, -1.51428, -0.04234], [-0.00469, -1.68075, 1.52377], [0.08954, -3.41112, 1.14150], [-0.20536, -2.36378, -0.13597], [-1.60740, 0.02916, -0.84823], [-0.34717, 1.99516, -0.16159], [-0.76298, 0.74520, 0.09207], [-1.05070, 2.82115, -0.92149], [0.74443, 2.44405, 0.46423], [-0.07889, 0.22003, 0.62102], [-1.81748, 2.48068, -1.47342], [-0.65218, 3.71974, -1.13875], [1.40379, 1.76718, 0.80902], [0.94054, 3.41847, 0.61405], [-1.09212, -0.19964, -1.77696], [-2.48190, 0.61761, -1.12946], [-2.00472, -0.87350, -0.39714]], "atomic_forces_ev_per_a": [[0.3700, -0.1571, -1.0002], [0.6071, 0.0119, -0.1104], [-0.1047, -0.3307, 0.2206], [0.0148, -0.3054, 0.5652], [-0.2220, 0.8261, -0.0416], [-0.2728, -0.0978, 0.0373], [-0.2176, -0.3758, 0.6611], [-0.1426, 0.4131, -0.2800], [-0.6055, -0.0279, -0.3621], [-0.3681, -0.0819, 0.6967], [0.7449, 0.5988, -0.5907], [0.2341, 0.0331, -0.1160], [0.1304, -0.3276, -0.0444], [-0.3604, -0.3814, 0.0258], [-0.1195, 0.1578, 0.0451], [-0.1761, 0.0027, -0.1704], [0.0578, 0.1682, 0.2332], [-0.0113, 0.0293, -0.1561], [0.2382, -0.2263, -0.0024], [-0.0037, 0.0971, 0.2897], [0.2072, -0.0261, 0.0995]]}